# LiN3O13SSr2

LiN3O13SSr2 as an isolated structure at a distorted geometry (wB97M-V/def2-TZVPD, the Open Molecules 2025 dataset).

The calculation puts the total energy at -43792.4949 eV. As for the largest force on an atom: 4.4 eV/Å. As for the lowest unoccupied orbital energy: -3.18 eV.

ORCA input file:
```
! RIJCOSX wB97M-V def2-TZVPD def2/J DEFGRID3
* xyz 0 1
Sr 2.485 2.189 -2.824
Sr 7.121 -1.329 -2.885
Li 7.089 -0.075 1.168
N 8.701 -1.111 -0.021
O 7.944 -0.372 -0.725
O 8.330 -1.509 1.100
O 9.805 -1.434 -0.458
N 5.418 1.367 -1.124
O 5.517 0.363 -1.847
O 4.407 2.060 -1.175
O 6.330 1.542 -0.289
N 3.659 -1.231 -4.242
O 2.880 -2.121 -4.441
O 4.857 -1.525 -3.901
O 3.318 -0.033 -4.330
S 1.040 4.753 -1.386
O 0.770 5.667 -2.519
O 2.340 4.045 -1.698
O 1.173 5.555 -0.181
O 0.006 3.668 -1.486
*
```